# C33H62Br2Cl36N3O5S

C33H62Br2Cl36N3O5S as an isolated structure at a distorted geometry (ωB97M-V/def2-TZVPD, OMol25).

```
142
Properties=species:S:1:pos:R:3:lowdin_charge:R:1
C 3.544 -0.459 4.569 -0.005
C 4.941 0.166 4.446 -0.545
O 5.428 0.632 5.344 0.244
O 5.537 0.142 3.177 0.018
C 4.900 1.145 2.404 -0.124
N 3.950 0.589 1.442 0.230
C 2.732 0.909 1.407 -0.243
N 2.066 1.828 2.209 0.167
C 0.593 1.541 2.142 -0.255
C -0.116 2.829 1.599 -0.145
S -0.854 3.784 3.000 0.684
O -0.161 5.028 3.216 -0.350
O -2.211 4.084 2.616 -0.342
C 0.529 0.212 1.333 -0.318
C -0.585 0.030 0.250 -0.097
C -1.949 -0.477 0.789 -0.152
C -2.822 0.625 1.484 -0.358
C -2.663 0.717 3.020 -0.109
C -4.337 0.212 1.230 -0.065
C 0.648 -1.040 2.257 -0.572
Br 0.223 -0.952 4.156 0.799
C 1.015 -2.243 1.818 -0.680
C 1.357 -2.594 0.370 -0.091
Br 1.086 -3.688 3.105 0.699
N 1.738 0.421 0.515 -0.087
O 1.625 1.383 -0.483 0.061
H 3.079 -0.679 3.594 0.034
H 3.563 -1.400 5.134 0.104
H 2.864 0.228 5.095 0.077
H 4.491 1.942 3.036 0.154
H 5.718 1.601 1.817 0.162
H 4.240 -0.101 0.757 0.201
H 2.333 2.796 2.098 0.159
H 0.330 1.543 3.208 0.062
H 0.578 3.546 1.126 0.115
H -0.956 2.648 0.921 0.085
H -0.962 3.005 4.134 0.101
H -0.273 -0.675 -0.540 0.116
H -0.809 0.968 -0.290 0.119
H -2.525 -0.815 -0.094 0.122
H -1.892 -1.348 1.457 0.066
H -2.683 1.609 1.008 0.111
H -3.336 1.529 3.359 0.091
H -1.653 0.997 3.367 -0.004
H -2.975 -0.188 3.555 0.029
H -4.768 0.820 0.429 0.063
H -4.333 -0.866 0.994 0.054
H -4.896 0.291 2.175 0.048
H 0.429 -2.676 -0.215 0.089
H 2.114 -1.954 -0.087 0.072
H 1.782 -3.615 0.389 0.058
H 1.700 0.892 -1.313 0.141
C -0.143 -7.126 1.026 -0.997
Cl 1.559 -6.918 0.555 0.447
Cl -1.161 -5.706 0.742 0.483
H -0.541 -7.958 0.455 0.024
H -0.187 -7.351 2.086 0.026
C 1.070 7.135 5.646 -1.033
Cl 0.500 6.669 7.253 0.509
Cl 1.055 8.888 5.436 0.521
H 2.084 6.774 5.515 0.025
H 0.422 6.690 4.899 -0.020
C -1.940 8.341 3.091 -1.011
Cl -1.004 9.697 2.446 0.556
Cl -3.644 8.760 3.260 0.525
H -1.850 7.498 2.416 0.020
H -1.545 8.077 4.068 -0.006
C 4.122 -3.534 -4.183 -1.041
Cl 5.078 -2.330 -3.295 0.478
Cl 2.390 -3.369 -3.890 0.476
H 4.307 -3.408 -5.239 -0.077
H 4.437 -4.524 -3.870 0.036
C 5.116 -6.105 2.206 -0.999
Cl 4.524 -6.593 0.615 0.482
Cl 5.307 -4.347 2.313 0.479
H 4.405 -6.427 2.958 0.028
H 6.078 -6.574 2.381 0.029
C -4.604 -3.337 3.921 -0.982
Cl -2.983 -2.848 3.400 0.547
Cl -5.758 -2.015 3.755 0.542
H -4.934 -4.168 3.307 0.015
H -4.562 -3.640 4.961 0.030
C 4.629 -5.302 -8.033 -0.976
Cl 5.539 -4.067 -7.157 0.532
Cl 2.885 -5.193 -7.728 0.506
H 4.805 -5.170 -9.094 0.030
H 4.977 -6.280 -7.719 0.027
C 9.319 -5.318 -6.858 -1.017
Cl 8.577 -6.633 -7.774 0.476
Cl 8.205 -4.669 -5.647 0.476
H 10.203 -5.694 -6.356 0.005
H 9.593 -4.524 -7.543 0.034
C -7.748 -3.589 0.341 -1.037
Cl -8.238 -1.918 0.643 0.547
Cl -5.988 -3.730 0.226 0.508
H -8.096 -4.212 1.156 -0.027
H -8.191 -3.920 -0.593 -0.077
C 0.250 10.516 -0.725 -1.028
Cl 0.927 12.131 -0.949 0.524
Cl 1.384 9.263 -1.260 0.525
H 0.034 10.366 0.327 -0.070
H -0.661 10.432 -1.308 -0.055
C -7.954 0.378 -2.234 -1.039
Cl -8.433 2.053 -1.942 0.512
Cl -6.197 0.222 -2.362 0.492
H -8.302 -0.236 -1.409 -0.046
H -8.403 0.040 -3.161 0.023
C -4.717 10.412 6.308 -1.036
Cl -5.112 12.092 6.687 0.512
Cl -2.973 10.175 6.167 0.489
H -5.094 9.776 7.101 0.026
H -5.184 10.146 5.366 -0.001
C -8.853 -5.408 -3.123 -0.984
Cl -9.402 -5.840 -1.498 0.530
Cl -8.974 -3.665 -3.401 0.521
H -7.818 -5.710 -3.234 0.031
H -9.469 -5.924 -3.850 0.028
C -0.430 -6.393 -4.073 -0.994
Cl 0.547 -5.496 -5.247 0.464
Cl 0.404 -6.607 -2.526 0.495
H -1.355 -5.860 -3.884 0.027
H -0.644 -7.365 -4.500 0.026
C 4.874 9.581 -1.843 -1.053
Cl 5.419 8.628 -3.232 0.490
Cl 5.711 11.133 -1.759 0.509
H 3.809 9.761 -1.939 -0.058
H 5.076 9.024 -0.936 0.024
C -9.632 -8.339 1.895 -1.007
Cl -9.044 -6.689 1.639 0.503
Cl -8.430 -9.534 1.400 0.512
H -9.848 -8.474 2.948 0.027
H -10.533 -8.484 1.310 0.029
C 12.046 -8.401 -9.485 -1.013
Cl 12.857 -7.159 -10.443 0.508
Cl 11.607 -7.796 -7.882 0.499
H 11.145 -8.710 -10.001 0.026
H 12.714 -9.247 -9.368 0.026
C -1.311 9.934 -4.523 -1.009
Cl -0.917 11.614 -4.893 0.518
Cl -2.318 9.811 -3.073 0.536
H -1.850 9.506 -5.361 0.025
H -0.390 9.386 -4.357 0.020
```

Values from the calculation:
relative energy (zero: lowest compared OMol25 entry of this formula, charge and spin): 257.1 kJ/mol
HOMO-LUMO gap: 7.9 eV
DFT total energy: -651650.35726 eV
net charge: +1
strongest force on any atom: 7.08 eV Å⁻¹
M: 2049.058 g mol⁻¹



# C13H30BFO9S

A 4-piece molecular cluster, C13H30BFO9S overall (ωB97M-V/def2-TZVPD, OMol25).

```
55
Properties=species:S:1:pos:R:3:lowdin_charge:R:1
C -1.035 0.085 3.585 0.032
C -0.482 -0.565 4.806 -0.476
O -0.342 -0.055 5.882 0.149
O -0.123 -1.893 4.596 0.111
C 1.143 -2.345 4.878 -0.451
O 1.345 -3.518 4.913 0.167
C 2.240 -1.321 4.948 0.005
B 3.003 -1.229 3.590 -0.435
O 3.233 -2.219 2.722 0.193
S 3.641 0.526 3.115 0.685
O 2.630 1.469 3.497 -0.276
O 4.225 0.567 1.813 -0.267
F 4.825 0.722 4.136 -0.157
H -1.968 0.584 3.833 0.095
H -0.316 0.812 3.212 0.091
H -1.234 -0.654 2.813 0.090
H 2.961 -1.705 5.679 0.153
H 1.936 -0.340 5.291 0.103
H 2.861 -2.029 1.843 0.103
C -1.215 4.414 1.219 -0.057
C -1.288 3.033 0.588 -0.499
C -1.829 3.086 -0.832 -0.060
O -2.075 2.152 1.394 -0.063
H -2.213 4.857 1.277 0.082
H -0.818 4.351 2.232 0.081
H -0.579 5.081 0.637 0.081
H -0.292 2.588 0.579 0.132
H -2.845 3.490 -0.835 0.082
H -1.865 2.086 -1.265 0.070
H -1.209 3.719 -1.468 0.081
H -2.969 2.508 1.434 0.089
C 0.300 -2.970 -1.874 -0.045
C 0.492 -1.866 -0.850 -0.476
C 0.868 -0.548 -1.504 -0.042
O 1.480 -2.250 0.116 -0.062
H 1.227 -3.137 -2.430 0.088
H 0.026 -3.905 -1.384 0.083
H -0.476 -2.707 -2.593 0.068
H -0.425 -1.739 -0.274 0.138
H 1.809 -0.648 -2.051 0.090
H 1.000 0.233 -0.753 0.076
H 0.104 -0.230 -2.210 0.057
H 2.308 -2.386 -0.361 0.094
C -2.170 -1.642 -5.396 -0.057
C -1.286 -0.543 -4.828 -0.513
C -1.545 0.796 -5.500 -0.058
O 0.093 -0.901 -4.931 -0.061
H -1.964 -1.779 -6.461 0.083
H -1.973 -2.591 -4.895 0.074
H -3.227 -1.400 -5.281 0.082
H -1.474 -0.449 -3.757 0.117
H -1.321 0.732 -6.568 0.082
H -0.907 1.569 -5.071 0.079
H -2.586 1.101 -5.388 0.081
H 0.297 -0.997 -5.868 0.088
```

Values from the calculation:
HOMO-LUMO gap: 10.2 eV
DFT total energy: -46625.45654 eV
SMILES: CC(=O)OC(=O)CB(O)S(=O)(=O)F.CC(C)O.CC(C)O.CC(C)O
net charge: 0
strongest force on any atom: 0.93 eV Å⁻¹
M: 392.251 g mol⁻¹



# C4H7PS

One molecule with the formula C4H7PS at a distorted geometry (ωB97M-V/def2-TZVPD, OMol25).

```
13
Properties=species:S:1:pos:R:3:lowdin_charge:R:1
C -1.202 -0.478 0.023 -0.357
C -0.116 -0.403 1.147 -0.431
C -0.549 -0.626 -1.278 -0.375
C 1.561 0.928 -0.789 -0.701
P 1.082 1.019 0.939 0.806
S 0.233 0.872 -1.915 0.743
H -1.813 -1.358 0.248 0.105
H -1.823 0.420 0.053 0.097
H -0.594 -0.299 2.126 0.065
H 0.469 -1.330 1.160 0.068
H 0.139 -1.466 -1.353 0.052
H 2.573 0.776 -1.118 -0.005
H 0.040 1.946 0.757 -0.067
```

Values from the calculation:
relative energy (zero: lowest compared OMol25 entry of this formula, charge and spin): 243.8 kJ/mol
HOMO-LUMO gap (alpha / beta): 7.7 / 7.5 eV
DFT total energy: -24381.87633 eV
net charge: 0
strongest force on any atom: 1.84 eV Å⁻¹
M: 118.141 g mol⁻¹